54
Properties=species:S:1:pos:R:3:nbo_charge:R:1 method="wB97M-V/def2-TZVPD" total_charge=-1 multiplicity=2 homo_energy_ev="-3.03 / -4.69" total_energy_ha=-5222.49787
Zn -2.204 0.426 -1.759 1.719
Zn 0.017 2.557 -1.946 1.415
C 0.363 0.195 -1.197 0.769
O 0.913 1.224 -0.841 -0.941
O -0.656 -0.056 -0.558 -0.968
O -0.166 0.562 -2.241 -1.051
C -2.572 2.976 -2.332 0.928
O -3.133 1.951 -2.726 -0.893
O -1.582 3.426 -2.975 -0.861
O -2.094 2.431 -1.315 -1.027
C 3.462 -1.809 1.483 0.754
O 2.823 -2.787 1.176 -0.674
N 4.465 -1.800 2.399 -0.868
N 3.195 -0.623 1.143 -0.808
H 4.871 -0.944 2.748 0.384
H 4.530 -2.659 2.926 0.395
H 2.405 -0.429 0.544 0.421
H 3.934 0.064 1.196 0.384
C 2.285 3.154 2.674 0.759
O 2.885 4.139 2.909 -0.689
N 1.905 2.372 3.640 -0.849
N 1.961 2.615 1.475 -0.860
H 1.954 2.809 4.549 0.391
H 1.159 1.783 3.301 0.408
H 2.105 3.117 0.611 0.399
H 1.447 1.746 1.446 0.423
C -4.363 0.498 0.274 0.800
O -3.635 -0.058 -0.576 -0.807
N -4.090 1.675 0.752 -0.817
N -5.568 0.185 0.586 -0.792
H -4.626 2.135 1.474 0.380
H -3.298 2.111 0.303 0.457
H -5.938 -0.681 0.222 0.408
H -6.091 0.791 1.202 0.392
C -0.977 -0.355 2.907 -0.077
C -0.686 -1.791 2.341 -0.090
O -1.467 -1.951 1.196 -0.760
O -0.352 0.652 2.158 -0.784
H -0.546 -0.288 3.906 0.147
H -2.035 -0.176 3.100 0.148
H -0.968 -2.584 3.033 0.164
H 0.381 -1.868 2.130 0.177
H -1.143 -1.318 0.551 0.502
H -0.422 0.414 1.230 0.511
C 1.497 -2.944 -4.022 -0.110
C 0.647 -1.794 -4.685 -0.074
O 1.411 -0.595 -4.512 -0.759
O 1.079 -4.272 -4.438 -0.744
H 1.559 -2.791 -2.945 0.192
H 2.330 -2.900 -4.724 0.176
H -0.299 -1.590 -4.184 0.170
H 0.427 -1.977 -5.737 0.166
H 1.125 -0.112 -3.733 0.505
H 1.779 -4.857 -4.138 0.460